Entry 1:
# C33H62ClFN5

The ion C33H62ClFN5 with charge +1 at a distorted geometry (ωB97M-V/def2-TZVPD, OMol25).

Results
Total charge: +1
Gap between HOMO and LUMO, eV: 7.052
DFT total energy, eV: -57910.6881
M, Da: 583.35

Element x y z (Å)
C -0.32949 -3.45767 1.36988
C 0.44416 -4.76712 1.20456
C 1.79998 -4.50294 0.55426
C 1.71449 -3.83222 -0.81105
C 3.00008 -3.89084 -1.63960
C 4.32844 -3.66434 -0.90679
C 4.78654 -2.20637 -0.81648
C 3.84466 -1.22290 -0.13749
C 3.89570 -1.27027 1.38887
C 2.74853 -0.46997 2.04050
C 3.22636 0.82359 2.74816
C 2.54187 1.00218 4.10006
C 1.03354 1.23510 3.99590
C 0.21545 0.03901 4.52673
C -0.91941 -0.36700 3.56537
C -2.22392 0.29972 3.97622
C -3.50772 -0.23581 3.28006
C -3.30952 -1.01817 1.98173
C -2.97439 -0.14796 0.80594
N -2.51047 1.04824 1.01620
N -2.33359 1.82750 -0.04700
C -1.87921 3.18917 0.30717
F -0.67588 3.44256 -0.28251
C -2.92874 4.28240 0.02367
C -3.38294 4.89711 1.34751
C -2.53476 1.50729 -1.30898
C -2.34651 2.39630 -2.49050
C -1.11761 1.93072 -3.36987
C -0.16910 3.11404 -3.67656
C 1.17849 3.09688 -2.94722
N 2.28979 2.79857 -3.86366
C 2.58810 3.78469 -4.79973
N 2.71066 3.45184 -6.02177
N 2.76876 5.13023 -4.37514
C -2.99158 0.21734 -1.55739
C -3.23305 -0.58433 -0.51922
C -3.79381 -1.96070 -0.70714
C -4.04813 -2.36213 -2.14530
C -2.73773 -2.64567 -2.92028
Cl -5.06894 -3.82466 -2.21031
H 0.33406 -2.68040 1.73726
H -1.15599 -3.63648 2.05225
H -0.74955 -3.17951 0.40362
H -0.11097 -5.43619 0.54934
H 0.64595 -5.22137 2.16671
H 2.33885 -3.81883 1.21371
H 2.42505 -5.39072 0.48878
H 1.31072 -2.82806 -0.71703
H 0.95549 -4.38346 -1.37854
H 3.03981 -4.80523 -2.21938
H 2.93166 -3.09149 -2.38196
H 5.08906 -4.17856 -1.48975
H 4.37044 -4.10613 0.08601
H 5.09966 -1.83765 -1.79059
H 5.69520 -2.20539 -0.21282
H 2.81663 -1.26085 -0.50123
H 4.20910 -0.23477 -0.38886
H 4.81447 -0.75363 1.65383
H 3.97123 -2.28302 1.77487
H 2.00311 -0.18540 1.29807
H 2.31573 -1.10153 2.81134
H 3.04634 1.71229 2.14428
H 4.30104 0.78959 2.90880
H 3.03824 1.83146 4.59765
H 2.76841 0.12167 4.69638
H 0.70948 1.49737 2.98948
H 0.79769 2.09879 4.61466
H 0.88447 -0.81313 4.57277
H -0.17035 0.28988 5.50722
H -0.57779 -0.08702 2.57229
H -1.02460 -1.44617 3.55868
H -2.33327 0.07470 5.03254
H -2.18313 1.38143 3.89619
H -4.24563 0.53879 3.09169
H -3.96621 -0.91847 3.98857
H -2.59369 -1.82421 2.08703
H -4.24677 -1.49741 1.71363
H -1.69853 3.21713 1.37311
H -3.74230 3.84200 -0.54347
H -2.41287 5.03834 -0.56263
H -2.49068 5.20272 1.88470
H -4.07011 5.71783 1.20903
H -3.81862 4.10533 1.95165
H -3.21071 2.28817 -3.13071
H -2.14474 3.42332 -2.24595
H -1.44507 1.46289 -4.28905
H -0.53783 1.22103 -2.78427
H 0.00989 3.13940 -4.74712
H -0.65292 4.06006 -3.44102
H 1.39705 4.06163 -2.50812
H 1.21465 2.38360 -2.12673
H 2.10368 1.93166 -4.35006
H 2.96312 4.27649 -6.55955
H 2.92102 5.17323 -3.37310
H 1.91270 5.64277 -4.55488
H -3.16334 -0.08883 -2.56931
H -3.15766 -2.68976 -0.20694
H -4.75073 -2.01171 -0.18721
H -4.59485 -1.57874 -2.65604
H -2.62372 -3.69105 -3.16076
H -1.88401 -2.25252 -2.37428
H -2.77649 -2.08928 -3.85357



Entry 2:
# C33H63Br16N3

A cluster of 9 separate species, C33H63Br16N3 in total at a distorted geometry (ωB97M-V/def2-TZVPD, OMol25).

Results
SMILES string: CCCCCCC[C@H](C#N)[C@](C#N)(CC(C)C)NCC.BrCCBr.BrCCBr.BrCCBr.BrCCBr.BrCCBr.BrCCBr.BrCCBr.BrCCBr
Gap between HOMO and LUMO, eV: 9.457
DFT total energy, eV: -1160393.1281
M, Da: 1780.35
Energy relative to the best compared isomer or geometry (same formula, charge and spin), kJ/mol: 0.00

Element x y z (Å)
C -0.51607 5.63287 0.20645
C -0.59168 4.13297 -0.19208
C -1.32928 3.25838 0.84035
C -0.73064 3.39946 2.28043
C -0.28802 2.04911 2.90537
C 0.73789 2.37611 4.02067
C 1.64753 1.19047 4.43555
C 3.01634 1.69495 4.93644
C 2.78855 2.76555 5.94314
N 2.78139 3.67556 6.64341
C 4.01014 2.13296 3.78106
C 5.27829 1.34592 4.03350
N 6.24232 0.75133 4.21513
C 4.43157 3.62012 3.87368
C 3.37382 4.66575 3.47310
C 3.12197 4.77188 1.95129
C 3.94339 6.05344 3.92856
N 3.54916 1.65493 2.48699
C 4.58030 1.65056 1.45897
C 3.91604 1.57842 0.06068
H -0.99894 5.86136 1.15525
H 0.52707 5.95711 0.19664
H -1.01235 6.23245 -0.56196
H 0.40068 3.73338 -0.41746
H -1.18209 4.06797 -1.11299
H -1.22651 2.21811 0.54419
H -2.37183 3.58075 0.87848
H 0.10766 4.09675 2.21893
H -1.50409 3.82914 2.92315
H 0.25759 1.47817 2.15339
H -1.13603 1.50352 3.30772
H 1.35071 3.18521 3.62172
H 0.20537 2.68343 4.92234
H 1.74622 0.40123 3.69441
H 1.17186 0.71021 5.29991
H 3.47401 0.86773 5.48099
H 5.28175 3.76118 3.19518
H 4.82462 3.84626 4.86557
H 2.44791 4.55014 4.03711
H 2.85006 5.80109 1.71279
H 2.22729 4.18466 1.70503
H 3.96113 4.41531 1.35778
H 4.57699 6.41325 3.11161
H 3.11934 6.75483 4.05491
H 4.55698 5.97860 4.82469
H 2.69890 2.09191 2.16661
H 5.24544 2.52053 1.52071
H 5.21190 0.75863 1.50474
H 3.26748 0.69848 0.05862
H 4.65674 1.53679 -0.72974
H 3.26110 2.44833 -0.04687
Br -2.08803 -3.45365 1.01128
C -1.50276 -3.65741 -0.83266
C -0.02965 -3.95751 -0.92686
Br 1.02362 -2.35057 -0.62624
H -1.77940 -2.74213 -1.34848
H -2.08982 -4.48683 -1.22434
H 0.22997 -4.28658 -1.93139
H 0.30413 -4.69948 -0.20813
Br 4.46490 -2.03888 -2.77617
C 4.02004 -1.04219 -4.38637
C 4.29066 0.43643 -4.26570
Br 2.94340 1.39241 -3.22848
H 2.98060 -1.26178 -4.60995
H 4.65368 -1.47083 -5.16033
H 4.25407 0.89584 -5.25139
H 5.24881 0.65263 -3.80391
Br -1.39586 7.08775 -2.75932
C -0.92948 5.71711 -4.06023
C -2.07152 5.42621 -4.99687
Br -3.44661 4.34914 -4.13635
H -0.61522 4.84394 -3.49634
H -0.08025 6.11734 -4.60963
H -1.72841 4.83100 -5.84182
H -2.56029 6.32302 -5.36308
Br 3.52459 -5.45466 -3.80576
C 4.82394 -6.36315 -2.67771
C 4.26836 -6.63150 -1.30548
Br 4.23458 -5.01640 -0.22016
H 5.71358 -5.74131 -2.65766
H 5.04644 -7.29708 -3.18945
H 4.90421 -7.32910 -0.76442
H 3.25361 -7.01492 -1.33289
Br -0.77460 -0.13973 -5.18137
C -2.46289 0.81090 -5.37296
C -2.92539 0.85399 -6.80323
Br -1.91361 2.15289 -7.84682
H -2.31199 1.79475 -4.94531
H -3.17177 0.25897 -4.75821
H -3.96049 1.18503 -6.85767
H -2.82425 -0.10064 -7.30906
Br -3.57678 -7.14787 2.04597
C -4.91682 -5.87718 2.65528
C -6.13435 -5.88626 1.76854
Br -5.80825 -4.94855 0.09315
H -4.43191 -4.90668 2.69802
H -5.17624 -6.19740 3.66270
H -6.95391 -5.34958 2.24211
H -6.46091 -6.88878 1.51042
Br -3.94763 -1.42825 -2.12349
C -5.28572 -0.15591 -1.50913
C -6.50345 -0.16256 -2.39365
Br -6.15027 0.76738 -4.06706
H -4.79995 0.81447 -1.47093
H -5.54055 -0.47181 -0.49929
H -7.32056 0.38077 -1.92408
H -6.83675 -1.16276 -2.65037
Br -6.68987 -9.51168 -0.46451
C -5.52150 -10.50915 0.73029
C -6.23498 -10.91095 1.99331
Br -6.43958 -9.39178 3.18896
H -4.65817 -9.87873 0.91975
H -5.21370 -11.38879 0.16885
H -5.65004 -11.64187 2.54749
H -7.22903 -11.30639 1.81246



Entry 3:
# C33H64FeNO5S2SbSi3

A structure of composition C33H64FeNO5S2SbSi3 at a distorted geometry (ωB97M-V/def2-TZVPD, OMol25).

Results
Spin multiplicity: 6
Total charge: +1
Gap between HOMO and LUMO (spin up / spin down), eV: 8.439 / 6.314
DFT total energy, eV: -133212.5230
M, Da: 880.87
Energy relative to the best compared isomer or geometry (same formula, charge and spin), kJ/mol: 118.44
<S²>: 8.7702

Element x y z (Å)
Fe 0.61427 0.10400 1.72169
C 0.79257 -1.13210 4.00109
C -0.25153 -0.17550 4.04039
C 0.34037 1.12020 4.01409
C 1.74817 0.96270 3.94009
C 2.02747 -0.42730 3.91149
C 3.37837 -1.05600 4.00889
C 2.75177 2.06080 4.06239
C -0.39343 2.39610 4.25129
C -1.71053 -0.41820 4.24389
C 0.65387 -2.60920 4.14469
H 3.63037 -1.21270 5.06139
H 4.14717 -0.42100 3.57399
H 3.39677 -2.02360 3.51179
H 2.91467 2.29650 5.11699
H 2.41107 2.96770 3.56499
H 3.70727 1.76460 3.63659
H -0.90683 2.36050 5.21339
H -1.14803 2.56920 3.48119
H 0.29637 3.23500 4.27209
H -2.03513 0.01760 5.19029
H -1.94133 -1.47870 4.25939
H -2.29053 0.04760 3.44629
H 0.66587 -3.09140 3.16709
H -0.28643 -2.86370 4.62699
H 1.47057 -3.01400 4.73989
C 4.93477 -0.06030 -1.93961
C 4.95627 0.29020 -0.46541
S 3.68277 -0.43490 0.68239
O 2.46147 0.44570 0.55199
C 3.19217 -1.99710 -0.16811
C 2.24247 -1.76970 -1.32641
H 5.72757 0.50290 -2.43041
H 3.99617 0.21610 -2.41041
H 5.12047 -1.12050 -2.09571
H 4.85777 1.36640 -0.32141
H 5.89987 -0.02920 -0.02161
H 2.67927 -2.54980 0.61999
H 4.10297 -2.52340 -0.44011
H 1.67797 -0.85320 -1.15141
H 1.52747 -2.58600 -1.38661
H 2.75457 -1.69440 -2.27801
C -0.65833 3.33640 -3.51241
Si 0.09387 1.99780 -2.35581
C 1.99617 2.24280 -2.51481
C -0.45893 0.30510 -3.05981
Sb -0.37823 2.21710 0.24469
Si 0.50727 4.74500 0.52879
C 2.39217 4.55870 0.76449
C 0.14887 5.90360 -0.94101
C -0.33613 5.50420 2.06119
Si -3.04273 2.18050 0.23399
C -3.55633 3.02060 1.87339
C -3.95743 0.51280 0.09799
C -3.59433 3.26330 -1.24311
H -0.23763 3.23550 -4.50981
H -0.43813 4.34190 -3.17381
H -1.73463 3.24850 -3.60621
H 2.38437 1.81910 -3.43731
H 2.53117 1.79770 -1.68171
H 2.23537 3.30190 -2.53201
H 0.11527 0.02100 -3.93701
H -1.50183 0.34680 -3.35721
H -0.36413 -0.48870 -2.32851
H 2.89387 4.48220 -0.19441
H 2.63697 3.66600 1.33299
H 2.81487 5.41290 1.28329
H 0.78347 5.68690 -1.79281
H 0.33257 6.93430 -0.65421
H -0.88463 5.83820 -1.26281
H -0.17373 4.91910 2.95889
H -1.40763 5.59070 1.91069
H 0.04117 6.50460 2.25129
H -3.26813 2.43060 2.73799
H -4.63363 3.14180 1.91739
H -3.11503 4.00670 1.97619
H -3.55763 -0.22120 0.78829
H -3.86823 0.10600 -0.90341
H -5.01723 0.62950 0.31219
H -3.05043 4.20070 -1.29411
H -4.64993 3.49960 -1.15651
H -3.45663 2.74430 -2.18601
C -1.34603 -4.00930 -6.24391
C -1.56743 -4.50990 -4.85091
C -0.50373 -4.94430 -4.06641
C -0.71433 -5.41170 -2.77931
C -1.99703 -5.43360 -2.26781
C -3.06973 -5.02210 -3.03471
C -2.85373 -4.56060 -4.32061
S -2.27723 -6.01240 -0.58971
O -3.68863 -6.12530 -0.38791
O -1.40933 -7.11600 -0.31871
N -1.75733 -4.78720 0.41419
C -2.42073 -3.51970 0.31099
C -1.70573 -2.52480 -0.62411
C -0.82523 -1.58380 0.18039
O 0.06307 -2.00270 0.94659
O -1.03663 -0.34300 0.05999
H -0.33603 -4.22280 -6.58181
H -1.50633 -2.93230 -6.28771
H -2.05013 -4.47520 -6.92931
H 0.49837 -4.93220 -4.46761
H 0.09597 -5.78970 -2.17511
H -4.06103 -5.09630 -2.61711
H -3.69283 -4.24660 -4.92381
H -0.76223 -4.75320 0.55789
H -2.50443 -3.07040 1.30599
H -3.42563 -3.74680 -0.04771
H -2.41883 -1.92060 -1.18331
H -1.09003 -3.07400 -1.33871



Entry 4:
# C33H65INO16S8

A cluster of 8 separate species, C33H65INO16S8 in total at a distorted geometry (ωB97M-V/def2-TZVPD, OMol25).

Results
Total charge: -1
Gap between HOMO and LUMO, eV: 5.529
DFT total energy, eV: -164306.8188
M, Da: 1115.31

Element x y z (Å)
C -2.69780 4.73036 -4.76373
C -2.65239 3.76273 -3.50737
I -4.57458 2.68293 -3.57363
C -1.51379 2.70466 -3.61517
C -1.05177 2.07947 -2.24612
N 0.41373 2.35848 -2.00245
S 0.88674 1.94312 -0.38231
C -1.93766 2.46001 -1.01198
O -2.76458 1.64172 -0.57480
O -1.81725 3.61400 -0.42355
H -3.04853 4.22678 -5.68961
H -1.68611 5.18836 -4.84661
H -3.39013 5.55945 -4.46494
H -2.59326 4.43146 -2.62390
H -0.61657 3.15771 -4.11146
H -1.84467 1.87657 -4.29043
H -1.12180 0.96467 -2.34628
H 0.94489 1.70817 -2.59178
H 0.57293 0.63165 -0.12123
C -0.67176 -4.43936 -1.76048
C 0.73059 -4.52648 -1.14938
C 1.29155 -3.10287 -1.08238
S -0.12242 -2.01473 -0.94003
O -0.20070 -1.20675 -2.13348
O -0.14944 -1.43842 0.38135
C -1.36765 -3.29161 -1.03800
H -1.22194 -5.37505 -1.64853
H -0.59591 -4.21716 -2.82902
H 0.66293 -4.94212 -0.14245
H 1.38462 -5.17947 -1.72990
H 1.94183 -2.96619 -0.21860
H 1.82697 -2.84187 -1.99514
H -2.24197 -2.91652 -1.56735
H -1.63672 -3.57248 -0.01879
C 5.95185 0.50240 -2.45986
C 5.16193 0.70245 -1.16157
C 3.96657 -0.25255 -1.19934
S 4.46713 -1.64104 -2.21540
O 3.65553 -1.65356 -3.40802
O 4.62450 -2.81011 -1.37888
C 6.08416 -1.00650 -2.63625
H 6.92815 0.98750 -2.41937
H 5.39633 0.92989 -3.29903
H 5.80047 0.46058 -0.30678
H 4.83381 1.73552 -1.04274
H 3.70372 -0.61126 -0.20494
H 3.09818 0.21212 -1.66688
H 6.34529 -1.30101 -3.65140
H 6.80072 -1.42464 -1.92760
C 4.31998 -3.51506 4.12688
C 3.09363 -3.72609 5.02004
C 1.85662 -3.34581 4.19863
S 2.28416 -3.64377 2.48499
O 2.30466 -2.38193 1.79213
O 1.53615 -4.77813 1.99717
C 3.97057 -4.15057 2.78599
H 5.21720 -3.96038 4.55924
H 4.50261 -2.44421 3.99660
H 3.03384 -4.77640 5.31160
H 3.15408 -3.13492 5.93606
H 0.99349 -3.95334 4.46504
H 1.61379 -2.28860 4.30528
H 4.60914 -3.81435 1.97030
H 3.98464 -5.23953 2.85085
C 0.90261 7.67641 -0.36108
C -0.37609 7.44534 0.45109
C -1.55645 7.90698 -0.40847
S -1.04433 7.70112 -2.11305
O -0.95921 9.00527 -2.73221
O -1.78710 6.62103 -2.70054
C 0.60987 7.13226 -1.75407
H 1.76349 7.18087 0.08928
H 1.11878 8.74813 -0.41488
H -0.47842 6.37942 0.67300
H -0.35147 7.97770 1.40352
H -2.44636 7.30646 -0.22581
H -1.78069 8.96219 -0.25003
H 1.29928 7.49750 -2.51357
H 0.59283 6.04018 -1.75394
C -5.19331 1.50270 1.98849
C -5.73053 2.45407 3.06113
C -6.42548 1.60038 4.12732
S -5.61279 0.00170 4.09316
O -6.56623 -0.98976 3.64843
O -4.84302 -0.16833 5.30612
C -4.50427 0.37403 2.74370
H -4.50362 2.00557 1.30634
H -6.02389 1.10562 1.39773
H -4.89774 3.00013 3.51238
H -6.41515 3.19152 2.63998
H -6.32505 2.03350 5.12156
H -7.47920 1.44735 3.89415
H -4.34734 -0.51568 2.13719
H -3.55865 0.70820 3.17224
C 4.75685 -4.76443 9.39849
C 3.41589 -5.10116 10.05886
C 2.59211 -5.89996 9.04371
S 3.77434 -6.74603 7.99439
O 3.66256 -6.21665 6.65621
O 3.72569 -8.16075 8.26419
C 5.23844 -6.05947 8.75403
H 5.47983 -4.38414 10.12068
H 4.60875 -3.99793 8.63255
H 3.59190 -5.70926 10.95026
H 2.88507 -4.20285 10.37567
H 1.95375 -6.63511 9.53025
H 1.99045 -5.24561 8.41297
H 6.00859 -5.90495 8.00038
H 5.58580 -6.76854 9.50660
C -5.59809 0.53678 -8.54798
C -4.50652 -0.31790 -9.20145
C -3.24380 0.54373 -9.29544
S -3.34220 1.72427 -7.94758
O -3.47295 3.04788 -8.50634
O -2.34148 1.40340 -6.96357
C -4.93958 1.20188 -7.34399
H -6.45903 -0.06368 -8.25180
H -5.94297 1.29788 -9.25390
H -4.30888 -1.19387 -8.57775
H -4.81042 -0.67887 -10.18541
H -2.33932 -0.05212 -9.18598
H -3.20932 1.10283 -10.23036
H -5.49340 2.06070 -6.97027
H -4.77284 0.48418 -6.53984